No. 1
# C4H6S2

C4H6S2 in the gas phase (wB97M-V/def2-TZVPD, the Open Molecules 2025 dataset).

Computed properties:
HOMO = -9.20 eV
Frontier orbital gap = 9.971 eV
Spin multiplicity = 1
LUMO level = 0.776 eV
SMILES = SCC#CCS
Total energy = -25913.570 eV

```
12
C4H6S2 | the Open Molecules 2025 dataset | wB97M-V/def2-TZVPD
S -3.24 0.25 0.08
S 3.27 -0.27 -0.08
C 1.86 0.91 0.08
C -1.83 -0.88 -0.07
C 0.51 0.29 0.00
C -0.55 -0.28 -0.03
H 2.94 -1.03 0.98
H 1.92 1.60 -0.76
H -1.88 -1.55 0.79
H -2.06 -1.44 -0.98
H 1.85 1.51 1.02
H -3.06 1.07 -0.97
```


No. 2
# C4H6S2

C4H6S2 in the gas phase (wB97M-V/def2-TZVPD, the Open Molecules 2025 dataset).

Computed properties:
HOMO = -8.54 eV
Frontier orbital gap = 8.188 eV
Spin multiplicity = 1
LUMO level = -0.347 eV
SMILES = S=C1CCCS1
Total energy = -25912.239 eV

```
12
C4H6S2 | the Open Molecules 2025 dataset | wB97M-V/def2-TZVPD
S -0.97 0.35 1.51
S -3.16 -1.09 0.09
C -1.56 -0.35 0.03
C 0.80 0.71 0.95
C -0.59 -0.27 -0.92
C 0.91 -0.05 -0.30
H -0.63 -1.29 -1.51
H 1.46 0.52 -0.95
H 1.74 -0.95 0.00
H -0.87 0.54 -1.65
H 1.34 1.91 0.96
H 1.53 -0.02 1.78
```


No. 3
# C4H6S2

C4H6S2 in the gas phase (wB97M-V/def2-TZVPD, the Open Molecules 2025 dataset).

Computed properties:
HOMO = -8.96 eV
Frontier orbital gap = 9.686 eV
Spin multiplicity = 1
LUMO level = 0.728 eV
SMILES = SC1(S)C=CC1
Total energy = -25912.655 eV

```
12
C4H6S2 | the Open Molecules 2025 dataset | wB97M-V/def2-TZVPD
S -1.44 0.60 1.49
S -1.79 -0.79 -1.15
C 1.46 0.47 -0.35
C 0.90 -0.84 0.24
C 0.31 1.12 -0.64
C -0.66 0.04 -0.13
H 1.13 -1.69 -0.39
H -0.05 2.12 -0.96
H -2.75 -0.63 -0.41
H 2.52 0.98 -0.54
H -1.86 1.80 0.83
H 1.06 -1.03 1.32
```


No. 4
# C4H6S2

A molecular structure, C4H6S2 (wB97M-V/def2-TZVPD, the Open Molecules 2025 dataset).

Computed properties:
HOMO = -8.58 eV
Frontier orbital gap = 8.151 eV
Spin multiplicity = 1
LUMO level = -0.429 eV
Total energy = -25912.943 eV

```
12
C4H6S2 | the Open Molecules 2025 dataset | wB97M-V/def2-TZVPD
S 1.38 1.41 -0.08
S 3.73 -0.05 0.06
C -1.05 -0.18 0.75
C -0.38 0.90 0.01
C -1.04 -0.38 -0.66
C 2.04 -0.15 -0.08
H -1.04 1.75 -0.08
H -2.07 0.22 1.04
H -0.60 -0.74 1.51
H -0.38 -1.12 -1.10
H -2.07 -0.48 -1.17
H 1.50 -1.18 -0.20
```


No. 5
# C4H6S3

C4H6S3 in the gas phase (wB97M-V/def2-TZVPD, the Open Molecules 2025 dataset).

Computed properties:
HOMO = -8.74 eV
Frontier orbital gap = 8.130 eV
Spin multiplicity = 1
LUMO level = -0.610 eV
SMILES = CSC(=S)[C@H]1CS1
Total energy = -36747.835 eV

```
13
C4H6S3 | the Open Molecules 2025 dataset | wB97M-V/def2-TZVPD
S 1.11 -1.14 -0.03
S 0.21 1.72 -0.38
S -2.72 -0.63 -0.94
C -2.58 0.44 0.51
C -0.08 0.19 0.01
C 2.82 -0.31 -0.50
C -1.44 -0.41 0.51
H 2.88 0.99 -0.32
H 3.76 -0.84 0.13
H -1.59 -1.38 1.10
H -2.19 1.50 0.13
H -3.20 0.32 1.45
H 3.01 -0.44 -1.68
```


No. 6
# C4H7BClN2O2

A gas-phase ion, C4H7BClN2O2 (charge +1) (wB97M-V/def2-TZVPD, the Open Molecules 2025 dataset).

Computed properties:
Charge = +1
HOMO (alpha / beta) = -12.83 / -12.83 eV
Frontier orbital gap (alpha / beta) = 7.491 / 7.493 eV
Spin multiplicity = 1
LUMO level (alpha / beta) = -5.341 / -5.340 eV
SMILES = C=[NH+]/C=N\C=C(\Cl)B(O)O
Total energy = -24528.414 eV

```
17
C4H7BClN2O2 | the Open Molecules 2025 dataset | wB97M-V/def2-TZVPD
Cl 2.70 -1.32 -0.29
O 2.62 1.67 0.12
O 0.24 1.66 0.68
N -0.91 -1.02 1.25
N -1.89 -0.53 -0.78
C 1.34 -0.49 0.33
C 0.29 -1.26 0.79
C -1.89 -0.56 0.66
C -0.79 -0.33 -1.44
B 1.38 1.11 0.31
H -0.65 -0.79 -2.44
H -0.10 2.52 0.82
H -0.04 0.48 -1.08
H -2.68 -1.16 -1.11
H 0.53 -2.28 0.92
H 2.67 2.62 -0.03
H -2.81 -0.32 1.30
```


No. 7
# C4H7BN2

2 unconnected molecules or ions with the total composition C4H7BN2 (wB97M-V/def2-TZVPD, the Open Molecules 2025 dataset).

Computed properties:
HOMO = -7.88 eV
Frontier orbital gap = 8.232 eV
Spin multiplicity = 1
LUMO level = 0.356 eV
Total energy = -7915.418 eV

```
14
C4H7BN2 | the Open Molecules 2025 dataset | wB97M-V/def2-TZVPD
N 0.64 -0.95 0.09
N -0.47 -1.19 -2.91
C -0.30 1.36 1.21
C 0.48 0.49 1.95
C -0.67 1.12 -0.06
C 0.92 -0.68 1.43
B -0.14 -0.11 -0.65
H -1.45 -1.26 -3.16
H 1.32 -1.40 2.04
H -0.69 2.14 1.84
H -1.10 1.99 -0.59
H 1.08 -1.65 -0.47
H 0.50 0.74 2.96
H -0.10 -0.61 -3.67
```


No. 8
# C4H7BN2O

2 unconnected molecules or ions with the total composition C4H7BN2O (wB97M-V/def2-TZVPD, the Open Molecules 2025 dataset).

Computed properties:
HOMO = -7.30 eV
Frontier orbital gap = 7.738 eV
Spin multiplicity = 1
LUMO level = 0.434 eV
Total energy = -9962.669 eV

```
15
C4H7BN2O | the Open Molecules 2025 dataset | wB97M-V/def2-TZVPD
O 1.75 0.29 1.91
N -2.65 0.25 -0.05
N -2.50 -1.08 0.12
C 2.07 0.62 -1.40
C -0.40 -0.27 0.45
C -1.44 0.77 0.15
C -1.16 -1.43 0.43
B 1.01 0.03 0.87
H 2.53 -0.03 -2.11
H -1.23 1.88 0.18
H 2.60 1.43 -1.06
H 1.06 0.92 -1.77
H -0.94 -2.46 0.73
H 2.48 0.83 1.74
H -3.18 -1.76 -0.20
```


How do the records compare in relative energy (zero: lowest compared OMol25 entry of this formula, charge and spin)? In the order shown, they have 39.7; 70.4; 60.8; 54.2; 55.9; 3.9; 88.7; 79.6 kcal/mol.
How do the records compare in maximum force? In the order shown, they have 2.92; 7.24; 4.29; 3.70; 4.32; 3.80; 3.45; 4.78 eV/A.